# 1
{"formula": "CH4NO3P", "method": "ωB97M-V/def2-TZVPD", "charge": 0, "lumo_ha": 0.0287, "energy_ev": -18024.031, "orbital_gap_ev": 10.47, "homo_energy_ha": -0.3562, "de_lowest_kcal_mol": 18.14, "elements": ["O", "C", "N", "P", "O", "O", "H", "H", "H", "H"], "coordinates": [[0.060, 1.363, -0.048], [-0.538, 0.765, 0.807], [-0.613, -0.564, 0.645], [0.457, -1.196, -0.667], [1.650, -0.450, -0.058], [-0.154, -0.494, -2.013], [-0.857, 1.153, 1.738], [-1.093, -1.324, 1.186], [1.735, 0.425, 0.313], [-0.647, 0.321, -1.903]], "lowdin_charge": [-0.040, -0.424, -0.095, 0.774, -0.278, -0.278, 0.118, 0.115, 0.065, 0.042]}

=====

# 2
{"formula": "C21H24Cl3GeN5O2Sr", "method": "ωB97M-V/def2-TZVPD", "charge": -2, "lumo_ha": 0.1488, "energy_ev": -128636.022, "orbital_gap_ev": 6.90, "homo_energy_ha": -0.1048, "de_lowest_kcal_mol": 6.38, "elements": ["Sr", "O", "C", "N", "C", "C", "C", "C", "C", "C", "N", "C", "C", "C", "C", "C", "N", "H", "H", "H", "H", "H", "H", "H", "H", "H", "H", "Cl", "Ge", "Cl", "Cl", "C", "C", "C", "C", "N", "H", "H", "H", "H", "H", "H", "H", "H", "H", "O", "N", "C", "C", "C", "C", "C", "H", "H", "H", "H", "H"], "coordinates": [[-0.319, -0.704, -1.179], [-4.494, 1.551, -1.614], [-3.466, 0.944, -1.279], [-2.289, 0.746, -1.946], [-2.282, 1.224, -3.358], [-0.916, 1.583, -3.970], [-0.929, 2.446, -4.998], [0.218, 2.616, -5.682], [1.433, 2.091, -5.209], [1.347, 1.239, -4.091], [0.178, 0.960, -3.517], [-3.435, 0.252, 0.127], [-4.630, 0.328, 0.962], [-4.677, -0.281, 2.174], [-3.583, -0.958, 2.651], [-2.436, -1.014, 1.803], [-2.427, -0.464, 0.554], [-2.927, 2.131, -3.452], [-2.751, 0.471, -4.055], [-1.890, 2.892, -5.302], [0.314, 3.251, -6.590], [2.398, 2.345, -5.650], [2.199, 0.813, -3.697], [-5.601, 0.748, 0.609], [-5.592, -0.174, 2.712], [-3.680, -1.614, 3.443], [-1.547, -1.599, 1.982], [4.668, -1.895, 0.850], [2.894, -1.385, -0.622], [4.032, 3.074, -7.119], [-1.390, -3.362, -0.934], [3.669, 1.924, 0.410], [2.354, 1.230, 0.818], [1.186, 2.271, 0.733], [2.470, 0.786, 2.300], [2.074, 0.129, -0.123], [3.895, 2.867, 0.892], [3.484, 2.061, -0.652], [4.506, 1.251, 0.417], [1.381, 3.014, 1.448], [0.273, 1.729, 1.017], [1.013, 2.710, -0.271], [2.768, 1.647, 3.011], [3.254, 0.045, 2.449], [1.594, 0.341, 2.816], [-0.782, -3.953, 5.589], [-0.097, -3.700, 4.532], [-0.668, -3.599, 3.315], [0.105, -3.356, 2.193], [1.469, -3.154, 2.255], [1.969, -3.179, 3.523], [1.179, -3.373, 4.653], [-1.745, -3.537, 3.206], [-0.479, -3.316, 1.219], [2.059, -2.968, 1.354], [3.026, -2.972, 3.598], [1.622, -3.155, 5.690]], "lowdin_charge": [1.004, -0.032, -0.520, -0.117, -0.190, -0.308, -0.081, -0.069, -0.059, -0.119, 0.042, -0.172, -0.007, -0.115, -0.048, -0.091, -0.002, 0.106, 0.130, 0.124, 0.119, -0.064, 0.074, 0.119, 0.094, 0.071, 0.058, -0.192, 0.511, -0.714, -0.390, -0.078, -0.743, -0.069, -0.093, -0.421, 0.073, 0.070, 0.047, 0.046, 0.064, 0.088, 0.095, 0.023, 0.069, -0.129, -0.268, -0.030, -0.096, -0.091, -0.069, -0.045, 0.129, -0.009, 0.016, 0.098, 0.158]}

=====

# 3
{"formula": "C15H40N4O7", "method": "ωB97M-V/def2-TZVPD", "charge": 0, "lumo_ha": 0.0198, "energy_ev": -36494.263, "orbital_gap_ev": 9.18, "homo_energy_ha": -0.3176, "de_lowest_kcal_mol": 0.00, "elements": ["C", "N", "C", "C", "O", "H", "H", "H", "H", "H", "H", "H", "C", "N", "C", "C", "O", "H", "H", "H", "H", "H", "H", "H", "C", "N", "C", "C", "O", "H", "H", "H", "H", "H", "H", "H", "C", "N", "C", "C", "O", "H", "H", "H", "H", "H", "H", "H", "C", "O", "H", "H", "H", "H", "C", "O", "H", "H", "H", "H", "C", "O", "H", "H", "H", "H"], "coordinates": [[-11.019, 3.619, -30.268], [-11.593, 4.872, -29.754], [-11.157, 6.118, -30.379], [-12.651, 4.877, -28.917], [-13.312, 5.856, -28.616], [-11.331, 2.838, -29.576], [-9.937, 3.706, -30.280], [-11.471, 3.432, -31.242], [-10.320, 6.574, -29.856], [-10.920, 5.869, -31.415], [-12.047, 6.746, -30.430], [-12.855, 3.837, -28.598], [-20.265, 1.064, -28.728], [-19.321, 1.789, -27.898], [-18.569, 1.051, -26.917], [-19.226, 3.126, -27.876], [-18.602, 3.767, -27.049], [-21.123, 0.820, -28.092], [-19.887, 0.093, -29.042], [-20.601, 1.674, -29.561], [-17.649, 1.553, -26.633], [-19.069, 0.799, -25.973], [-18.344, 0.034, -27.252], [-19.765, 3.630, -28.688], [-11.911, 2.036, -23.010], [-11.578, 2.968, -24.094], [-12.523, 4.082, -24.197], [-10.476, 2.784, -24.837], [-10.189, 3.380, -25.860], [-12.575, 1.258, -23.397], [-12.384, 2.588, -22.204], [-11.019, 1.478, -22.722], [-12.173, 4.691, -23.360], [-12.312, 4.610, -25.129], [-13.584, 3.851, -24.257], [-9.867, 1.931, -24.498], [-19.548, 6.234, -24.896], [-19.400, 6.563, -23.491], [-17.995, 6.712, -23.147], [-20.453, 6.660, -22.650], [-20.386, 6.547, -21.441], [-19.094, 5.261, -25.091], [-19.251, 7.044, -25.562], [-20.586, 5.963, -25.128], [-17.718, 7.694, -23.549], [-17.887, 6.640, -22.065], [-17.242, 6.045, -23.569], [-21.333, 6.842, -23.298], [-15.879, 9.126, -26.132], [-17.185, 8.607, -26.475], [-15.315, 8.331, -25.654], [-15.341, 9.591, -26.959], [-16.167, 9.892, -25.404], [-17.812, 9.330, -26.501], [-15.417, 5.129, -25.965], [-15.869, 3.821, -25.633], [-14.491, 5.170, -26.545], [-16.102, 5.566, -26.699], [-15.350, 5.723, -25.058], [-16.550, 3.552, -26.257], [-11.246, 7.594, -26.206], [-12.645, 7.454, -26.084], [-10.938, 8.280, -26.994], [-10.899, 7.968, -25.236], [-10.746, 6.617, -26.194], [-12.997, 7.035, -26.879]], "lowdin_charge": [-0.038, -0.193, -0.033, -0.326, -0.007, 0.081, 0.091, 0.089, 0.092, 0.085, 0.086, 0.140, -0.046, -0.186, -0.049, -0.321, 0.005, 0.093, 0.086, 0.087, 0.080, 0.099, 0.088, 0.139, -0.053, -0.193, -0.021, -0.363, -0.010, 0.088, 0.085, 0.079, 0.103, 0.074, 0.081, 0.130, -0.066, -0.194, -0.038, -0.353, 0.010, 0.076, 0.081, 0.083, 0.088, 0.088, 0.075, 0.131, -0.124, -0.155, 0.060, 0.076, 0.078, 0.061, -0.160, -0.137, 0.046, 0.089, 0.071, 0.024, -0.166, -0.140, 0.076, 0.076, 0.072, 0.030]}

=====

# 4
{"formula": "C3H6O", "method": "ωB97M-V/def2-TZVPD", "charge": 0, "lumo_ha": 0.0282, "energy_ev": -5254.439, "orbital_gap_ev": 10.74, "homo_energy_ha": -0.3666, "de_lowest_kcal_mol": 28.95, "elements": ["C", "C", "C", "O", "H", "H", "H", "H", "H", "H"], "coordinates": [[0.655, 0.811, 0.453], [0.197, -0.214, -0.530], [-1.177, -0.848, -0.078], [-1.334, -0.895, 1.173], [-0.175, 1.473, 0.721], [0.990, 0.507, 1.496], [1.495, 1.356, -0.025], [0.954, -1.046, -0.558], [0.226, 0.148, -1.674], [-1.830, -1.292, -0.978]], "lowdin_charge": [-0.163, -0.260, -0.205, -0.015, 0.072, 0.097, 0.077, 0.113, 0.142, 0.144]}

=====

# 5
{"formula": "C8H13FOSi2", "method": "ωB97M-V/def2-TZVPD", "charge": 0, "lumo_ha": -0.0654, "energy_ev": -29024.859, "orbital_gap_ev": 6.32, "homo_energy_ha": -0.2976, "de_lowest_kcal_mol": 78.22, "elements": ["C", "C", "C", "C", "C", "C", "C", "C", "O", "F", "Si", "Si", "H", "H", "H", "H", "H", "H", "H", "H", "H", "H", "H", "H", "H"], "coordinates": [[0.223, -1.458, 4.764], [-0.342, -2.664, 4.493], [0.140, -0.235, 4.026], [-0.560, -0.211, 2.778], [-1.191, -2.901, 3.392], [-0.308, 2.115, -2.143], [1.416, 0.604, 0.175], [2.078, 0.204, -2.837], [-1.905, -3.862, 3.317], [-0.289, -0.739, -1.772], [-0.798, -1.824, 1.944], [0.683, 0.618, -1.626], [0.684, -1.261, 5.700], [-0.345, -3.394, 5.296], [0.550, 0.574, 4.590], [-0.717, 0.793, 2.261], [0.250, 3.031, -1.957], [-0.559, 2.165, -3.301], [-1.378, 2.174, -1.779], [1.906, -0.293, 0.523], [2.196, 1.375, 0.336], [0.608, 0.799, 0.759], [2.764, 1.113, -2.805], [2.815, -0.584, -2.449], [1.724, -0.106, -3.717]], "lowdin_charge": [-0.116, -0.095, -0.140, -0.265, -0.642, -0.191, -0.165, -0.175, 0.015, -0.219, 0.961, 0.472, 0.095, 0.118, 0.087, 0.058, 0.016, 0.077, 0.044, 0.027, 0.046, -0.083, 0.052, 0.062, -0.038]}

=====

# 6
{"formula": "C12H42N12O9", "method": "ωB97M-V/def2-TZVPD", "charge": 1, "spin_multiplicity": 2, "lumo_ha": [-0.0748, -0.2858], "energy_ev": -49430.237, "orbital_gap_ev": [9.97, 4.21], "homo_energy_ha": [-0.4411, -0.4407], "elements": ["C", "O", "N", "N", "H", "H", "H", "H", "C", "O", "N", "N", "H", "H", "H", "H", "C", "O", "N", "N", "H", "H", "H", "H", "C", "O", "N", "N", "H", "H", "H", "H", "C", "O", "N", "N", "H", "H", "H", "H", "C", "O", "N", "N", "H", "H", "H", "H", "C", "C", "O", "H", "H", "H", "H", "H", "H", "C", "C", "O", "H", "H", "H", "H", "H", "H", "C", "C", "O", "H", "H", "H", "H", "H", "H"], "coordinates": [[-0.460, -0.175, 0.387], [-0.234, 0.707, 1.201], [-1.550, -0.917, 0.347], [0.422, -0.572, -0.456], [-2.275, -0.627, 0.987], [-1.691, -1.597, -0.387], [1.234, 0.017, -0.568], [0.240, -1.346, -1.078], [-1.103, -2.971, -2.344], [-0.361, -2.223, -2.971], [-2.406, -2.741, -2.134], [-0.709, -4.087, -1.736], [-2.931, -3.471, -1.676], [-2.894, -1.931, -2.488], [0.256, -4.386, -1.738], [-1.437, -4.574, -1.233], [-2.011, 4.068, 0.686], [-1.707, 4.021, -0.480], [-2.838, 4.850, 1.300], [-1.556, 3.200, 1.596], [-2.820, 5.003, 2.298], [-3.393, 5.486, 0.745], [-1.897, 3.258, 2.545], [-1.139, 2.326, 1.309], [-2.805, 0.886, -2.750], [-3.431, -0.131, -2.858], [-2.671, 1.627, -1.610], [-2.024, 1.295, -3.717], [-2.063, 2.398, -1.373], [-3.066, 1.124, -0.829], [-1.566, 2.175, -3.526], [-1.927, 0.742, -4.557], [0.785, 3.512, -2.820], [1.848, 3.421, -3.478], [0.611, 3.082, -1.595], [-0.349, 4.058, -3.260], [1.378, 2.643, -1.106], [-0.218, 3.230, -1.036], [-0.108, 4.506, -4.133], [-1.054, 4.294, -2.576], [3.154, 1.587, 0.473], [2.442, 1.474, -0.509], [4.400, 1.867, 0.471], [2.727, 1.214, 1.663], [4.908, 2.016, 1.331], [4.840, 2.119, -0.403], [1.752, 0.949, 1.666], [3.337, 1.220, 2.468], [4.913, -2.772, -0.408], [4.291, -2.153, -1.680], [2.844, -2.343, -1.705], [6.002, -2.755, -0.374], [4.529, -3.786, -0.296], [4.608, -2.234, 0.489], [4.701, -2.642, -2.563], [4.473, -1.078, -1.694], [2.609, -3.225, -1.408], [2.758, -3.836, 2.628], [1.710, -3.100, 1.809], [0.819, -4.062, 1.352], [3.460, -4.340, 1.965], [2.363, -4.574, 3.326], [3.396, -3.148, 3.183], [2.116, -2.541, 0.966], [1.165, -2.358, 2.393], [1.171, -4.254, 0.479], [-3.603, 0.630, 4.371], [-4.146, -0.112, 3.182], [-4.298, 0.801, 2.096], [-4.265, 1.407, 4.752], [-2.709, 1.205, 4.130], [-3.358, -0.078, 5.163], [-4.998, -0.736, 3.452], [-3.423, -0.898, 2.964], [-4.761, 0.355, 1.383]], "lowdin_charge": [-0.747, -0.019, 0.215, 0.229, 0.093, 0.079, 0.077, 0.081, -0.736, 0.025, 0.159, 0.175, 0.112, 0.070, 0.111, 0.112, -0.700, -0.009, 0.192, 0.193, 0.132, 0.133, 0.111, 0.053, -0.717, 0.038, 0.184, 0.185, 0.036, 0.092, 0.064, 0.134, -0.554, 0.210, 0.422, 0.199, 0.090, 0.090, 0.145, 0.105, -0.730, -0.011, 0.202, 0.203, 0.129, 0.137, 0.081, 0.123, -0.083, -0.254, -0.106, 0.076, 0.067, 0.060, 0.107, 0.103, 0.052, -0.078, -0.349, -0.069, 0.060, 0.081, 0.070, 0.082, 0.110, 0.057, -0.088, -0.329, -0.081, 0.077, 0.062, 0.084, 0.116, 0.095, 0.081]}